1.
DFT (ωB97M-V/def2-TZVPD) results for a cluster of 7 separate species, C22H42ClF4N6O8P2 in total at a distorted geometry.

Geometry (Å):
C -6.153 -1.424 -1.646
C -5.381 0.046 -1.626
C -5.811 1.188 -2.719
C -5.079 2.655 -2.736
C -3.929 2.969 -1.593
C -3.496 1.796 -0.482
C -4.187 0.310 -0.488
C -3.834 -0.946 0.501
P -2.812 -0.510 2.051
Cl -3.006 -2.217 3.372
P -3.660 1.182 3.219
O -2.841 1.088 4.793
O -5.372 0.830 3.539
C -0.925 -0.329 1.748
F -0.551 0.723 0.776
F -0.338 0.082 3.078
C -0.178 -1.714 1.283
F 0.683 -1.369 0.105
F -1.095 -2.795 0.838
H -6.913 -1.483 -2.542
H -6.768 -1.588 -0.636
H -5.335 -2.250 -1.785
H -6.653 0.913 -3.507
H -5.419 3.414 -3.579
H -3.409 4.043 -1.620
H -2.677 2.068 0.309
H -4.834 -1.504 0.822
H -3.201 -1.715 -0.140
H -3.252 0.338 5.342
H -5.854 1.333 2.803
H 0.546 -2.091 2.133
O 5.367 -1.003 1.358
C 4.819 -0.088 0.754
N 5.546 0.811 0.036
C 3.332 0.119 0.753
H 5.140 1.580 -0.477
H 6.550 0.692 0.021
H 2.992 0.272 1.781
H 2.848 -0.768 0.335
H 3.043 0.989 0.156
O -4.305 0.869 -5.995
C -3.470 1.689 -6.358
N -2.581 2.222 -5.475
C -3.354 2.167 -7.777
H -1.876 2.899 -5.727
H -2.640 1.914 -4.513
H -4.296 2.637 -8.073
H -3.150 1.312 -8.426
H -2.548 2.897 -7.894
O -9.079 0.105 1.258
C -9.096 -1.026 1.731
N -8.282 -1.362 2.769
C -9.995 -2.115 1.222
H -8.259 -2.279 3.192
H -7.666 -0.644 3.130
H -9.769 -2.299 0.168
H -11.036 -1.796 1.325
H -9.858 -3.047 1.777
O 9.012 0.777 0.917
C 9.256 -0.066 1.773
N 10.356 -0.863 1.676
C 8.386 -0.290 2.975
H 10.599 -1.570 2.355
H 10.958 -0.730 0.874
H 7.383 -0.570 2.643
H 8.335 0.635 3.557
H 8.776 -1.085 3.616
O 10.802 -3.627 3.544
C 11.094 -4.810 3.418
N 11.206 -5.623 4.504
C 11.347 -5.455 2.086
H 11.444 -6.603 4.451
H 11.040 -5.211 5.414
H 12.183 -4.948 1.598
H 10.449 -5.362 1.468
H 11.592 -6.516 2.188
O -1.232 3.529 -3.233
C -0.437 4.219 -2.606
N 0.252 3.708 -1.549
C -0.158 5.656 -2.940
H 0.916 4.237 -1.003
H 0.081 2.741 -1.305
H -1.087 6.228 -2.860
H 0.225 5.718 -3.962
H 0.580 6.094 -2.263

Forces on the atoms, in the same order (eV/Å):
0.4 1.0 0.1
0.9 2.3 -0.1
3.0 0.5 2.8
0.9 -3.3 3.0
-2.0 -3.2 -0.7
-2.7 -0.8 -2.6
-1.5 3.6 -2.9
-0.2 -0.1 -2.0
-1.3 -3.2 0.2
0.6 1.7 -1.6
-1.2 2.4 3.5
-3.0 -2.0 -2.5
2.9 0.5 -1.9
2.9 1.7 0.1
-1.6 -3.0 3.1
-1.8 -1.3 -4.0
1.7 -0.9 -2.1
-3.0 -1.2 3.5
2.3 3.5 1.4
1.7 0.2 1.8
1.4 0.4 -2.2
-1.7 1.4 0.3
2.1 0.7 1.9
1.0 -1.6 2.1
-1.2 -2.9 0.3
-1.7 -0.5 -1.7
2.2 1.3 -0.3
-1.1 1.4 1.5
0.9 1.3 -0.9
0.7 -0.8 1.2
-1.7 0.6 -1.8
-0.6 0.4 -0.2
1.1 -0.1 0.0
-0.1 -0.1 0.0
-0.3 0.1 -0.1
0.1 -0.3 0.2
0.1 0.1 0.1
0.0 -0.1 -0.1
0.2 0.2 0.2
0.0 -0.1 0.1
0.2 0.3 -0.2
0.0 -0.2 0.7
-0.1 -0.1 -0.1
0.1 0.2 -0.2
-0.3 -0.2 0.1
0.1 0.2 -0.2
0.1 -0.2 0.0
-0.2 0.1 0.1
-0.1 -0.1 0.0
0.1 -0.7 0.2
0.0 0.8 -0.2
0.5 -0.1 0.2
-0.1 -0.3 0.1
-0.1 0.3 -0.2
-0.2 -0.2 0.0
-0.2 0.1 0.1
0.2 0.0 -0.1
-0.1 0.1 -0.1
-0.3 -0.1 0.1
0.5 -0.1 -0.3
0.0 0.1 -0.1
0.0 -0.2 0.3
-0.2 0.0 0.0
-0.2 0.0 0.2
0.1 0.1 0.0
-0.1 -0.1 -0.1
-0.1 0.1 -0.1
0.1 -0.4 -0.2
-0.1 0.4 0.5
0.0 0.0 0.2
0.1 -0.3 -0.1
-0.1 0.3 -0.1
0.1 -0.1 -0.2
-0.2 0.0 0.0
0.2 0.1 0.0
0.0 0.1 -0.1
0.4 0.4 0.2
-0.2 -0.5 -0.1
0.0 -0.2 0.2
0.2 0.2 0.1
-0.2 -0.1 -0.3
0.1 0.2 -0.1
0.1 -0.1 -0.1
-0.2 0.0 0.1
-0.1 0.0 -0.1

The LUMO energy comes out at -5.225 eV. The calculation puts the calculated total energy at -90772.751 eV. The HOMO energy is -10.5 eV. The HOMO-LUMO gap comes out at 0.19464 Ha. Its total charge is +1. The calculation puts the largest force on an atom at 0.095 Eh/bohr.

Here are the Löwdin charges for atoms 1 to 4, given in e:
1. C -0.10
2. C -0.12
3. C 0.00
4. C -0.03


2.
DFT (ωB97M-V/def2-TZVPD) results for a cluster of 6 separate species, C22H42ClN2O27P2S5 in total at a distorted geometry.

Geometry (Å):
C 2.692 -3.704 -1.809
C 3.972 -2.934 -1.501
O 3.608 -1.617 -1.068
C 4.420 -1.059 -0.072
C 3.465 -0.378 0.876
N 2.757 -0.911 1.836
P 2.732 -2.575 2.364
O 1.467 -3.191 2.057
O 3.914 -3.391 1.708
O 3.032 -2.495 3.918
C 1.901 0.152 2.416
C 1.660 0.219 3.943
C 0.543 -0.709 4.414
C 0.109 -0.472 5.942
O -0.617 -0.082 4.595
P 0.169 -0.222 1.622
N 0.418 -0.427 -0.056
O -0.731 1.135 1.904
C 2.420 1.513 1.984
C 3.270 1.076 0.743
C 2.943 1.669 -0.613
C 3.243 3.150 -0.554
O 3.957 3.686 0.259
Cl 2.474 4.088 -1.817
H 2.835 -4.771 -1.684
H 1.907 -3.386 -1.125
H 2.349 -3.481 -2.813
H 4.535 -2.872 -2.430
H 4.544 -3.487 -0.762
H 5.036 -0.282 -0.527
H 5.088 -1.764 0.413
H 4.788 -3.103 2.008
H 3.926 -2.153 4.063
H 2.529 -0.060 4.530
H 1.238 1.189 4.180
H 0.555 -1.730 4.079
H -0.468 0.332 6.414
H 1.070 0.112 6.086
H 0.102 0.390 -0.575
H -0.113 -1.235 -0.347
H -0.670 1.676 1.101
H 1.606 2.203 1.787
H 3.093 2.022 2.669
H 4.277 1.447 0.997
H 3.562 1.248 -1.403
H 1.884 1.572 -0.821
C 0.278 1.018 -6.221
C 0.727 2.456 -6.323
O 0.954 2.851 -4.949
S 1.470 1.604 -4.113
O 2.887 1.652 -4.015
O 0.660 1.467 -2.953
O 1.083 0.463 -5.159
H -0.771 0.945 -5.930
H 0.437 0.466 -7.141
H -0.010 3.095 -6.778
H 1.671 2.546 -6.861
C -2.985 -3.233 4.300
C -1.828 -3.699 5.154
O -2.432 -4.129 6.377
S -3.885 -4.739 6.071
O -3.788 -6.148 5.991
O -4.822 -4.097 6.914
O -4.037 -4.162 4.579
H -3.318 -2.234 4.593
H -2.748 -3.238 3.239
H -1.106 -2.909 5.349
H -1.321 -4.556 4.704
C -3.792 0.448 0.919
C -5.218 0.083 0.586
O -5.536 0.906 -0.548
S -4.224 1.131 -1.443
O -4.220 0.202 -2.512
O -4.062 2.520 -1.656
O -3.149 0.642 -0.355
H -3.737 1.379 1.471
H -3.287 -0.334 1.483
H -5.901 0.276 1.407
H -5.305 -0.962 0.279
C 2.103 1.672 -11.173
C 1.461 0.310 -11.014
O 0.455 0.510 -10.007
S -0.136 1.994 -10.130
O -1.339 1.960 -10.866
O -0.064 2.598 -8.844
O 1.014 2.600 -11.058
H 2.813 1.875 -10.369
H 2.598 1.792 -12.132
H 2.167 -0.452 -10.698
H 0.966 -0.010 -11.932
C -3.779 2.321 6.671
C -5.212 1.986 6.322
O -5.502 2.817 5.189
S -4.183 3.017 4.312
O -4.201 2.086 3.236
O -3.988 4.397 4.091
O -3.129 2.495 5.400
H -3.709 3.260 7.223
H -3.294 1.531 7.237
H -5.903 2.198 7.132
H -5.316 0.943 6.019

Forces on the atoms, in the same order (eV/Å):
-0.1 0.4 0.2
-0.8 -0.7 -0.8
0.2 -0.4 0.5
-0.2 0.3 -0.6
-0.2 -0.1 -0.5
1.7 0.9 0.0
-1.0 -1.6 0.2
-0.6 0.2 -0.1
0.4 1.1 0.1
0.6 0.6 -0.6
-2.3 1.5 0.9
-0.5 -1.8 -0.3
-0.8 -0.8 0.5
1.4 0.9 -0.2
0.6 1.0 -0.9
-1.5 -2.2 1.1
0.1 1.4 0.9
1.3 -0.2 -1.1
1.1 -1.1 -1.5
0.6 1.0 1.1
-0.2 0.3 0.4
1.1 1.1 0.8
-1.0 -0.9 -0.9
0.0 -0.1 0.2
0.1 -0.2 -0.1
0.0 -0.1 0.2
-0.1 -0.1 -0.2
0.4 0.2 0.1
0.2 0.3 0.3
0.2 0.1 0.2
0.0 -0.1 0.0
0.2 -0.4 -0.1
0.0 0.0 0.6
0.4 0.5 -0.1
0.5 0.4 0.0
-0.2 -0.5 0.0
-0.9 -1.4 1.3
-0.6 0.8 -0.3
0.2 -0.2 -0.6
0.0 -0.1 -0.1
-0.4 0.6 0.2
-0.1 0.0 -0.2
-0.1 -0.2 0.4
0.2 0.0 -0.4
-0.3 -0.1 -0.3
0.1 -0.3 -0.5
-0.5 0.1 -0.1
0.4 -0.1 -0.1
-0.1 -0.4 0.4
-0.3 0.1 -1.0
0.1 -0.2 0.4
0.1 0.0 0.4
0.3 0.2 0.1
0.0 0.0 0.0
0.2 -0.1 0.1
-0.1 0.2 0.3
0.0 0.0 0.0
0.0 0.5 0.1
0.4 -0.3 -0.3
-0.3 0.3 -0.1
0.3 0.2 -0.2
-0.2 -0.2 0.0
-0.1 0.0 0.2
0.2 -0.2 0.1
0.1 0.0 0.0
-0.1 -0.2 0.0
-0.1 0.0 0.3
0.0 0.0 -0.1
0.0 0.3 0.4
0.1 -0.5 -0.2
0.3 0.3 0.0
-0.3 -0.2 0.6
0.1 0.0 -0.3
0.0 0.2 -0.2
-0.1 -0.3 -0.2
0.0 -0.1 -0.1
0.2 0.0 -0.2
-0.1 0.3 -0.1
0.0 0.0 0.0
0.4 -0.1 0.3
-0.1 -0.1 -0.5
0.2 0.3 0.2
0.3 -0.2 -0.4
-0.3 0.2 0.0
-0.2 -0.1 -0.3
-0.2 -0.2 0.0
0.0 0.0 0.0
-0.2 0.2 -0.1
-0.1 0.0 0.2
0.0 0.0 0.0
-0.1 0.3 0.3
0.0 -0.5 0.0
0.2 0.2 0.1
-0.2 -0.2 0.6
0.0 0.2 0.2
0.0 0.2 -0.3
-0.2 -0.2 -0.2
0.0 0.0 0.0
0.1 -0.1 -0.2
-0.1 0.2 -0.1
0.0 0.0 0.0

The LUMO energy comes out at -4.327 eV. The calculation puts the calculated total energy at -167020.456 eV. The HOMO energy is -11.4 eV. The HOMO-LUMO gap comes out at 0.26057 Ha. Its total charge is +1. The calculation puts the largest force on an atom at 0.056 Eh/bohr.

Here are the Löwdin charges for atoms 1 to 4, given in e:
1. C -0.05
2. C -0.23
3. O -0.11
4. C -0.13


3.
DFT (ωB97M-V/def2-TZVPD) results for a structure of composition C22H42GaGeN3O3S.

Geometry (Å):
Ga 0.078 -0.352 -0.109
C 4.020 -1.227 1.637
C 2.864 -1.968 0.984
C 3.240 -2.367 -0.433
C 2.445 -3.169 1.811
O 1.700 -1.058 0.904
Ge 1.288 0.267 2.251
O -0.540 -0.391 1.817
C -1.498 -0.645 2.918
C -2.282 0.631 3.184
C -2.385 -1.832 2.560
C -0.710 -1.022 4.169
O 0.884 1.256 0.583
C 1.277 2.646 0.290
C 2.049 3.178 1.485
C 0.028 3.476 0.074
C 2.174 2.607 -0.936
H 4.913 -1.852 1.619
H 3.816 -0.996 2.684
H 4.247 -0.303 1.101
H 4.114 -3.019 -0.419
H 3.523 -1.489 -1.021
H 2.445 -2.936 -0.929
H 3.300 -3.820 1.999
H 1.686 -3.776 1.309
H 2.054 -2.854 2.779
H -2.910 0.941 2.347
H -1.600 1.452 3.412
H -2.937 0.495 4.045
H -2.782 -1.829 1.541
H -3.249 -1.855 3.224
H -1.852 -2.775 2.704
H -0.155 -0.179 4.582
H -0.027 -1.849 3.966
H -1.402 -1.354 4.945
H 1.439 3.200 2.389
H 2.359 4.203 1.274
H 2.955 2.600 1.675
H -0.630 3.423 0.943
H -0.526 3.152 -0.809
H 0.295 4.522 -0.081
H 3.013 1.930 -0.768
H 2.580 3.593 -1.165
H 1.629 2.270 -1.825
N -0.608 -2.289 -0.349
C -1.196 -2.774 -1.634
C -0.222 -2.572 -2.782
C 0.133 -1.116 -3.072
N 0.926 -0.498 -1.966
H 0.255 -2.802 -0.153
H -1.203 -2.504 0.450
H -2.121 -2.224 -1.816
H -1.452 -3.828 -1.539
H -0.662 -2.988 -3.689
H 0.690 -3.153 -2.611
H -0.778 -0.529 -3.201
H 0.703 -1.047 -3.998
H 1.366 0.369 -2.278
H 1.729 -1.102 -1.770
S -4.384 1.122 -0.664
C -2.930 0.390 -0.216
N -1.865 0.636 -0.958
C -2.213 1.490 -1.974
C -1.358 2.011 -2.986
C -1.860 2.883 -3.962
C -3.185 3.248 -3.947
C -4.063 2.746 -2.934
C -3.556 1.875 -1.970
H -2.886 -0.242 0.658
H -0.311 1.746 -3.004
H -1.190 3.265 -4.720
H -3.591 3.917 -4.695
H -5.105 3.046 -2.931

Forces on the atoms, in the same order (eV/Å):
0.0 -0.3 0.2
0.0 0.0 0.0
-0.2 0.0 0.0
0.1 -0.1 0.0
0.1 -0.1 0.1
0.0 0.2 -0.1
0.0 0.0 0.2
0.2 0.2 0.0
0.1 0.0 0.0
0.0 0.1 0.0
-0.1 -0.1 0.0
-0.1 0.0 0.0
-0.3 0.1 0.1
0.1 -0.2 -0.1
0.1 0.1 0.0
-0.1 0.1 0.0
0.1 0.0 0.0
0.0 0.0 0.0
0.0 0.0 0.0
0.0 0.0 0.0
0.0 0.0 0.0
0.0 0.0 0.0
0.0 0.1 0.0
0.0 0.0 0.0
0.0 0.0 0.0
0.0 0.0 0.0
0.0 0.0 0.0
0.0 0.0 0.0
0.0 0.0 0.0
0.0 0.1 0.0
0.0 0.0 0.0
0.0 0.0 -0.1
0.0 0.0 0.0
0.0 0.0 0.0
0.0 0.0 0.0
0.0 0.0 0.0
0.0 0.0 0.0
0.0 0.0 0.0
0.0 0.0 0.0
0.0 0.0 0.0
0.0 0.0 0.0
0.0 0.0 0.0
0.0 0.0 0.0
-0.1 0.1 0.0
0.0 0.2 -0.1
0.0 0.0 0.1
0.1 0.1 -0.1
0.0 -0.1 0.0
0.2 0.0 -0.1
0.0 -0.1 0.0
-0.1 0.0 -0.1
0.0 0.0 0.0
0.0 0.0 0.0
0.0 0.0 0.0
0.0 0.0 0.0
0.0 -0.1 0.0
0.0 0.0 0.0
-0.1 0.0 0.1
0.0 0.0 0.0
0.1 0.0 0.0
-0.2 0.0 0.1
0.1 0.0 -0.1
-0.1 -0.1 0.1
0.1 0.1 -0.1
0.0 0.0 0.0
0.0 0.0 0.0
-0.1 -0.1 0.1
0.0 0.0 -0.1
0.0 0.0 -0.1
0.0 0.0 0.0
0.0 0.0 0.0
0.0 0.0 0.0
0.0 0.0 0.0

Its expectation value of S² is 0.774. The LUMO energy (spin up / spin down) comes out at -10.016 / -13.465 eV. Its spin multiplicity is 2. The calculation puts the calculated total energy at -153812.708 eV. The HOMO energy (spin up / spin down) is -17.4 / -17.4 eV. The HOMO-LUMO gap (spin up / spin down) comes out at 0.27246 / 0.14567 Ha. Its total charge is +3. The value obtained for the energy above the lowest of the compared OMol25 structures with the same formula, charge and spin is 3.2 kcal/mol. The calculation puts the largest force on an atom at 0.007 Eh/bohr.

Here are the Löwdin charges for atoms 1 to 4, given in e:
1. Ga 0.31
2. C -0.04
3. C -0.63
4. C -0.02